No. 1
{
  "formula": "C44H43FeN8O2",
  "method": "ωB97M-V with the def2-TZVPD basis set",
  "species": ["Fe", "C", "C", "C", "C", "C", "C", "C", "C", "C", "C", "C", "C", "C", "C", "C", "N", "H", "H", "H", "H", "H", "H", "H", "H", "H", "H", "C", "C", "N", "O", "C", "C", "N", "O", "H", "H", "H", "H", "H", "H", "H", "C", "C", "C", "C", "C", "C", "C", "N", "C", "N", "C", "C", "C", "C", "C", "C", "C", "N", "C", "C", "C", "C", "C", "C", "C", "H", "H", "H", "H", "H", "H", "H", "H", "H", "H", "H", "H", "H", "H", "H", "H", "H", "H", "H", "H", "H", "H", "N", "C", "C", "N", "C", "H", "H", "H", "H"],
  "xyz": [[0.92828, -0.88376, -0.65587], [3.97007, 1.50451, 1.61234], [4.30804, 2.47432, 0.68590], [3.74417, 2.44155, -0.56755], [2.80510, 1.45792, -0.93294], [2.47054, 0.46431, 0.01751], [3.06466, 0.50592, 1.26152], [2.15361, 1.48458, -2.22105], [2.40071, 2.47144, -3.18652], [1.71338, 2.49051, -4.37032], [0.79963, 1.44614, -4.65567], [0.09046, 1.36935, -5.85743], [-0.72796, 0.29015, -6.13138], [-0.81509, -0.74902, -5.21480], [-0.13503, -0.69070, -4.01407], [0.64554, 0.42488, -3.67422], [1.23726, 0.50070, -2.45549], [4.39603, 1.52102, 2.60389], [5.00715, 3.25911, 0.93904], [4.01717, 3.20586, -1.27722], [2.84526, -0.24294, 2.00644], [3.12940, 3.24343, -2.99548], [1.87703, 3.26908, -5.10047], [0.20510, 2.16941, -6.57580], [-1.26859, 0.24374, -7.06491], [-1.41087, -1.62106, -5.44513], [-0.18187, -1.50753, -3.31271], [-3.29363, -2.66355, -1.97615], [-1.87244, -2.42370, -1.56705], [-1.40893, -1.22992, -1.33606], [-2.31728, -0.19176, -1.58125], [-0.94672, -3.50591, -1.48772], [-1.36262, -4.91495, -1.82095], [0.29019, -3.22803, -1.17942], [1.21415, -4.08738, -1.13062], [-3.91502, -1.84650, -1.61616], [-3.66388, -3.60702, -1.58359], [-3.36859, -2.68354, -3.06431], [-1.79333, 0.61608, -1.47367], [-1.86225, -4.95350, -2.78798], [-2.03646, -5.30700, -1.06059], [-0.47188, -5.53998, -1.85113], [-1.78706, 3.87440, 4.43099], [-2.51148, 2.58310, 4.66953], [-3.52863, 2.51361, 5.60742], [-4.19456, 1.32689, 5.86336], [-3.84011, 0.18638, 5.16667], [-2.84671, 0.23751, 4.20430], [-2.17118, 1.42836, 3.94451], [-1.19670, 1.54678, 2.95001], [-0.60706, 0.56425, 2.15856], [-0.26082, -0.55792, 2.82724], [0.61786, -1.59609, 2.47747], [1.21163, -1.74051, 1.21980], [2.22407, -2.68998, 1.08713], [2.57995, -3.53015, 2.12546], [1.90868, -3.44191, 3.33276], [0.92853, -2.48643, 3.52764], [0.22792, -2.41920, 4.85968], [-0.34958, 0.77911, 0.91640], [-0.85578, 1.93322, 0.29788], [0.04928, 2.85989, -0.21876], [-0.37646, 3.91110, -1.00397], [-1.72914, 4.08054, -1.24880], [-2.63940, 3.21970, -0.66485], [-2.23633, 2.14481, 0.11782], [-3.27551, 1.24129, 0.72130], [-2.10534, 4.61904, 5.15558], [-1.99043, 4.26593, 3.43222], [-0.71097, 3.73345, 4.52946], [-3.80491, 3.40969, 6.14464], [-4.98551, 1.29608, 6.59651], [-4.34661, -0.74873, 5.35718], [-2.62727, -0.64583, 3.62318], [-1.16239, 2.46244, 2.51934], [-0.43625, -0.50066, 3.82177], [2.74513, -2.77721, 0.14324], [3.37649, -4.24511, 1.99166], [2.16614, -4.10719, 4.14505], [0.52684, -3.26903, 5.46954], [-0.85406, -2.46162, 4.73612], [0.48334, -1.51400, 5.41558], [1.09282, 2.73235, 0.00802], [0.34700, 4.58656, -1.43419], [-2.07284, 4.88440, -1.88151], [-3.69630, 3.37109, -0.82857], [-4.08869, 1.08621, 0.01506], [-3.69553, 1.68123, 1.62827], [-2.85489, 0.27233, 0.97988], [3.63297, -2.60748, -4.03667], [4.60443, -1.90006, -3.38774], [4.02618, -1.43852, -2.24334], [2.72651, -1.84214, -2.19093], [2.52315, -2.54424, -3.27455], [3.73366, -3.09491, -4.91222], [5.59022, -1.78478, -3.78724], [4.45039, -0.84536, -1.45880], [1.60477, -3.01891, -3.54706]],
  "e_homo_ha": [-0.238, -0.251],
  "e_above_lowest_kcal_mol": 70.1,
  "lumo_ha": [-0.0133, -0.0167],
  "homo_lumo_gap_ev": [6.1, 6.4],
  "spin_multiplicity": 6
}



No. 2
{
  "formula": "C16H26N6O6Ti",
  "method": "ωB97M-V with the def2-TZVPD basis set",
  "species": ["O", "H", "Ti", "N", "N", "N", "N", "O", "O", "O", "O", "C", "C", "C", "C", "C", "H", "H", "H", "C", "H", "H", "H", "C", "C", "H", "H", "H", "H", "H", "H", "H", "H", "C", "H", "H", "H", "O", "H", "H", "N", "C", "N", "C", "C", "C", "C", "C", "C", "H", "H", "H", "H", "H", "H"],
  "xyz": [[-1.64521, -1.88066, -5.99070], [-1.61407, -0.96126, -6.32762], [-0.47511, 0.32973, -1.02712], [-0.49959, 1.90347, 0.35663], [1.32410, 1.36755, -1.47527], [-1.86641, -0.60785, 0.21391], [-0.67819, -1.66710, -1.80878], [-1.46441, 2.23155, 1.19584], [-2.59628, -0.00466, 1.17991], [-0.16158, -2.08362, -2.89221], [2.20271, 0.96605, -2.29951], [1.55416, 2.47435, -0.69416], [0.55312, 2.76823, 0.26603], [-1.97537, -1.95707, 0.12973], [-1.35629, -2.53888, -0.99964], [0.57513, 3.86961, 1.25072], [0.69264, 3.46055, 2.26543], [-0.37044, 4.42725, 1.21866], [1.40037, 4.55576, 1.04700], [2.84237, 3.19773, -0.81416], [3.18156, 3.19321, -1.85561], [3.61509, 2.71577, -0.19584], [2.72595, 4.22879, -0.47100], [-2.69459, -2.75299, 1.16074], [-1.38982, -3.99488, -1.26005], [-3.15060, -2.08813, 1.90086], [-2.00488, -3.44181, 1.67476], [-3.48079, -3.36377, 0.69345], [-0.88564, -4.24101, -2.19572], [-2.43213, -4.32959, -1.32302], [-0.90884, -4.54137, -0.43744], [-2.16370, 0.96648, 1.22872], [-1.81240, -1.78657, -5.04041], [-1.46786, 1.35503, -2.17903], [-1.01344, 1.24957, -3.18194], [-2.49044, 0.94596, -2.18634], [-1.52254, 2.42231, -1.90751], [-4.27988, 3.29657, 0.28823], [-4.86720, 2.54519, 0.44385], [-3.39401, 2.95706, 0.53113], [3.09661, -1.94198, 0.39229], [2.17129, -1.52483, -0.51596], [1.24866, -0.79290, 0.09081], [1.55254, -0.72941, 1.44561], [0.92787, -0.04738, 2.48590], [1.53548, -0.09993, 3.74273], [2.72765, -0.82170, 3.94423], [3.34809, -1.50680, 2.88442], [2.73335, -1.44729, 1.64806], [3.91134, -2.50792, 0.18087], [2.21806, -1.78032, -1.56571], [0.00702, 0.49832, 2.26856], [1.07628, 0.42676, 4.57985], [3.16596, -0.84024, 4.94214], [4.27428, -2.07092, 2.99360]],
  "e_homo_ha": [-0.261, -0.271],
  "e_above_lowest_kcal_mol": 11.8,
  "lumo_ha": [-0.0322, -0.0779],
  "homo_lumo_gap_ev": [6.2, 5.2],
  "spin_multiplicity": 3
}



No. 3
{
  "formula": "C18H24IN2OPtS3",
  "method": "ωB97M-V with the def2-TZVPD basis set",
  "species": ["Pt", "C", "N", "C", "C", "N", "C", "C", "C", "C", "C", "C", "C", "S", "C", "C", "C", "C", "C", "C", "S", "H", "H", "H", "H", "H", "H", "H", "H", "H", "H", "H", "H", "H", "H", "H", "H", "H", "H", "C", "S", "C", "O", "H", "H", "H", "H", "H", "H", "I"],
  "xyz": [[-0.03875, -0.26372, -0.18849], [2.97494, -0.45059, -0.97179], [2.08760, 0.62965, -0.50158], [2.44207, 1.10119, 0.86254], [2.04577, 0.10644, 1.94055], [0.57583, -0.08306, 2.04003], [-0.09470, 1.08579, 2.64369], [0.30764, -1.31036, 2.77798], [0.35558, -1.31941, 4.16306], [0.14827, -2.49629, 4.86931], [-0.10091, -3.68013, 4.19187], [-0.14807, -3.68110, 2.81041], [0.05401, -2.50217, 2.08979], [-0.07617, -2.57977, 0.34988], [2.03187, 1.74891, -1.41592], [3.16454, 2.20744, -2.06051], [3.10121, 3.32045, -2.89377], [1.90201, 3.99662, -3.08646], [0.76337, 3.55336, -2.44830], [0.80382, 2.42012, -1.61667], [-0.66193, 1.87596, -0.90492], [4.02826, -0.15950, -0.94031], [2.68932, -0.71244, -1.98787], [2.83710, -1.32655, -0.34304], [1.94196, 2.05650, 1.02186], [3.52063, 1.28587, 0.92070], [2.44157, 0.44408, 2.90490], [2.48572, -0.86945, 1.73592], [0.35461, 1.36190, 3.60071], [-1.14639, 0.84706, 2.78464], [-0.02479, 1.93615, 1.97000], [0.55465, -0.40724, 4.70855], [0.18374, -2.48320, 5.95009], [-0.26635, -4.59835, 4.73821], [-0.35877, -4.59335, 2.26818], [4.11369, 1.71026, -1.91782], [4.00086, 3.66500, -3.38574], [1.86099, 4.86267, -3.73201], [-0.18319, 4.05879, -2.58691], [-0.34397, -2.51976, -4.46340], [-1.06504, -1.85822, -2.96639], [-2.42358, -0.96601, -3.70600], [-0.07371, -0.78451, -2.53054], [-1.05781, -3.20081, -4.92543], [0.55218, -3.06620, -4.17801], [-0.09496, -1.69830, -5.13328], [-3.11029, -1.68071, -4.15846], [-2.03216, -0.26899, -4.44564], [-2.92380, -0.43851, -2.89629], [-2.82173, -1.13974, 0.30204]],
  "total_charge": 1,
  "e_homo_ha": [-0.355, -0.401],
  "e_above_lowest_kcal_mol": 0.0,
  "lumo_ha": [-0.0741, -0.2018],
  "homo_lumo_gap_ev": [7.6, 5.4],
  "spin_multiplicity": 5
}



- Number 3 is which compound?
  C18H24IN2OPtS3